Entry 1:
This record from the Open Molecules 2025 dataset describes 3 unconnected molecules or ions with the total composition C38H62ClIN3O4 at a distorted geometry. The level of theory is wB97M-V/def2-TZVPD.

Last column: Löwdin spin population.
Positions of all 109 atoms, in Å:
C: 5.740 -3.129 2.450  0.000
C: 5.359 -3.865 1.148  0.000
C: 3.837 -4.151 0.930  0.000
Cl: 2.776 -3.591 2.255  0.000
C: 3.373 -3.684 -0.453  0.000
C: 2.865 -4.642 -1.344  0.000
O: 2.763 -5.943 -1.019  0.000
C: 1.428 -6.486 -1.016  0.000
C: 0.770 -6.429 0.352  0.000
C: -0.607 -7.111 0.250  0.000
O: 0.587 -5.042 0.596  0.000
C: 2.486 -4.247 -2.638  0.000
C: 2.604 -2.960 -3.009  0.000
I: 2.072 -2.245 -4.915  0.000
N: 3.078 -2.072 -2.122  0.000
C: 3.453 -2.361 -0.873  0.000
C: 3.993 -1.287 0.031  0.000
C: 3.307 0.129 -0.064  0.000
C: 1.800 0.115 -0.444  0.000
C: 0.908 -0.712 0.457  0.000
C: 0.922 -0.663 1.836  0.000
C: 0.028 -1.427 2.547  0.000
C: -0.900 -2.234 1.931  0.000
C: -0.912 -2.305 0.549  0.000
C: -0.013 -1.543 -0.146  0.000
H: 5.112 -2.271 2.693  0.000
H: 5.826 -3.799 3.310  0.000
H: 6.754 -2.730 2.300  0.000
H: 5.902 -4.817 1.164  0.000
H: 5.780 -3.299 0.311  0.000
H: 3.732 -5.235 0.894  0.000
H: 1.488 -7.545 -1.293  0.000
H: 0.746 -6.010 -1.731  0.000
H: 1.419 -6.910 1.098  0.000
H: -0.443 -8.172 0.032  0.000
H: -1.209 -6.638 -0.533  0.000
H: -1.139 -6.958 1.194  0.000
H: 0.127 -4.942 1.438  0.000
H: 2.078 -4.942 -3.364  0.000
H: 3.150 -1.104 -2.419  0.000
H: 5.042 -1.142 -0.267  0.000
H: 3.963 -1.613 1.066  0.000
H: 3.398 0.580 0.926  0.000
H: 3.850 0.707 -0.819  0.000
H: 1.608 -0.160 -1.487  0.000
H: 1.440 1.151 -0.347  0.000
H: 1.640 -0.015 2.336  0.000
H: 0.009 -1.399 3.634  0.000
H: -1.607 -2.796 2.535  0.000
H: -1.647 -2.944 0.069  0.000
H: -0.039 -1.579 -1.237  0.000
C: 2.302 6.812 1.194  0.003
C: 1.636 5.442 0.899  0.026
C: 0.177 5.643 0.462  0.015
C: -0.798 5.923 1.602  0.001
C: -0.634 4.904 2.725  0.015
C: 0.809 4.813 3.223  0.028
N: 1.765 4.563 2.103  0.364
O: 1.648 3.323 1.729  0.540
C: 1.165 6.113 3.970  0.001
C: 0.911 3.725 4.292  -0.001
C: 2.403 4.879 -0.300  -0.001
H: 3.004 6.746 2.025  0.002
H: 2.884 7.166 0.344  0.000
H: 1.576 7.593 1.420  0.000
H: -0.170 4.745 -0.062  0.002
H: 0.126 6.456 -0.265  0.001
H: -0.662 6.939 1.980  0.000
H: -1.821 5.881 1.221  0.001
H: -1.296 5.164 3.554  0.001
H: -0.967 3.924 2.367  0.003
H: 2.204 6.100 4.304  0.001
H: 0.536 6.219 4.855  0.000
H: 1.011 7.016 3.385  0.000
H: 0.578 2.752 3.930  -0.001
H: 0.282 3.978 5.145  0.000
H: 1.937 3.624 4.652  0.000
H: 3.446 4.680 -0.046  0.000
H: 2.387 5.598 -1.119  0.000
H: 1.958 3.960 -0.683  0.000
C: -2.811 -0.636 -2.707  0.003
C: -3.580 0.258 -1.697  0.026
C: -4.470 -0.607 -0.794  0.014
C: -5.772 -1.076 -1.442  0.001
C: -6.511 0.091 -2.092  0.014
C: -5.631 0.861 -3.078  0.026
N: -4.349 1.294 -2.448  0.346
O: -4.596 2.290 -1.649  0.561
C: -5.367 -0.025 -4.312  0.001
C: -6.408 2.054 -3.632  -0.001
C: -2.497 0.882 -0.815  -0.001
H: -2.698 -0.143 -3.673  0.002
H: -1.799 -0.847 -2.362  0.000
H: -3.294 -1.601 -2.869  0.000
H: -4.731 -0.040 0.106  0.002
H: -3.903 -1.476 -0.450  0.001
H: -5.573 -1.862 -2.176  0.000
H: -6.410 -1.532 -0.682  0.001
H: -7.403 -0.279 -2.602  0.001
H: -6.869 0.765 -1.307  0.003
H: -4.705 0.478 -5.019  0.001
H: -6.304 -0.234 -4.829  0.000
H: -4.935 -0.995 -4.076  0.000
H: -6.761 2.723 -2.848  -0.001
H: -7.288 1.709 -4.175  0.000
H: -5.795 2.634 -4.324  0.000
H: -1.845 1.543 -1.391  0.000
H: -1.875 0.106 -0.369  0.000
H: -2.915 1.452 0.015  -0.001

Its expectation value of S² is 2.0082. The charge is +1. For the energy, the calculation gives -73685.923 eV. Its spin multiplicity is 3.



Entry 2:
This record from the Open Molecules 2025 dataset describes a molecular structure, C32H31FN8Pd. The level of theory is wB97M-V/def2-TZVPD.

Last column: Löwdin charge in e.
Positions of all 73 atoms, in Å:
Pd: -0.670 -1.279 0.029  0.976
C: 0.320 -2.334 -3.964  -0.048
C: 1.084 -3.490 -3.873  -0.055
C: 1.467 -3.931 -2.630  -0.011
C: 1.069 -3.247 -1.475  -0.304
N: 0.260 -2.174 -1.575  0.011
C: -0.066 -1.711 -2.802  -0.110
N: 1.626 -3.712 -0.301  0.172
C: 1.428 -3.204 0.853  -0.295
N: 0.551 -2.223 1.231  0.007
C: 0.748 -1.899 2.543  -0.283
N: 0.176 -1.000 3.251  0.173
C: -0.891 -0.235 2.843  -0.307
C: -1.349 0.704 3.781  -0.008
C: -2.481 1.442 3.543  -0.060
C: -3.188 1.222 2.363  -0.056
C: -2.685 0.313 1.464  -0.129
N: -1.540 -0.372 1.670  0.006
C: 1.804 -2.784 3.084  -0.100
C: 2.359 -2.887 4.343  -0.005
C: 3.351 -3.843 4.529  -0.069
C: 3.766 -4.662 3.480  -0.068
C: 3.199 -4.550 2.216  -0.004
C: 2.211 -3.603 2.046  -0.100
H: 0.015 -1.922 -4.916  0.111
H: 1.393 -4.019 -4.766  0.111
H: 2.100 -4.795 -2.488  0.113
H: -0.675 -0.822 -2.830  0.093
H: -0.777 0.793 4.693  0.113
H: -2.831 2.164 4.270  0.111
H: -4.107 1.744 2.139  0.111
H: -3.179 0.106 0.517  0.082
H: 2.026 -2.243 5.147  0.116
H: 3.810 -3.957 5.502  0.104
H: 4.544 -5.393 3.657  0.104
H: 3.506 -5.177 1.388  0.116
F: -5.502 2.739 -4.635  0.006
C: -4.793 1.878 -3.844  -0.321
C: -5.155 0.547 -3.794  -0.045
C: -4.438 -0.335 -3.006  -0.066
C: -3.329 0.087 -2.226  -0.357
C: -2.607 -0.817 -1.416  -0.202
C: -3.007 1.469 -2.313  -0.070
C: -3.727 2.346 -3.112  -0.048
H: -5.999 0.209 -4.383  0.110
H: -4.731 -1.377 -2.972  0.101
H: -2.804 -1.874 -1.384  0.037
H: -1.699 -0.330 -0.977  -0.031
H: -2.161 1.844 -1.744  0.078
H: -3.465 3.396 -3.173  0.107
C: 0.536 4.699 0.797  -0.160
C: -0.726 3.917 0.490  -0.186
N: -0.395 2.554 0.096  0.079
C: 0.873 2.074 -0.147  -0.387
N: 1.032 0.794 -0.205  0.036
C: 2.364 0.319 -0.527  -0.246
C: 3.436 1.203 0.090  -0.167
C: 3.254 2.618 -0.425  -0.158
N: 1.853 3.010 -0.346  -0.047
C: 1.518 4.425 -0.331  -0.153
H: 0.974 4.356 1.737  0.121
H: 0.316 5.763 0.883  0.115
H: -1.266 4.412 -0.324  0.115
H: -1.395 3.888 1.352  0.112
H: -1.014 1.826 0.414  0.082
H: 2.505 0.280 -1.617  0.116
H: 2.462 -0.706 -0.161  0.086
H: 4.439 0.849 -0.153  0.114
H: 3.322 1.186 1.177  0.119
H: 3.609 2.692 -1.459  0.124
H: 3.840 3.320 0.173  0.118
H: 1.069 4.724 -1.285  0.129
H: 2.441 4.992 -0.211  0.118

For the energy, the calculation gives -51804.450 eV.



Entry 3:
This record from the Open Molecules 2025 dataset describes a molecular structure, C3HBiFO2 at a distorted geometry. The level of theory is wB97M-V/def2-TZVPD.

Last column: Löwdin spin population.
Positions of all 8 atoms, in Å:
H: -2.047 -0.847 1.276  0.003
O: 0.021 -0.859 0.730  0.082
O: -0.038 1.007 -0.506  0.051
C: -1.287 -0.443 0.614  0.120
C: -1.278 0.672 -0.113  0.080
C: 0.818 0.015 -0.001  -0.054
F: -2.244 1.421 -0.577  0.018
Bi: 2.885 -0.073 -0.234  0.700

Its expectation value of S² is 0.8024. The charge is +2. For the energy, the calculation gives -15755.143 eV. Its spin multiplicity is 2.